A cluster of 11 separate species, C66H55N11O22 in total in a non-equilibrium geometry. Source: the OMol25 dataset; level of theory: wB97M-V/def2-TZVPD.

E_LUMO, eV: -1.43
Total charge: 0
Energy above the lowest of the compared OMol25 structures with the same formula, charge and spin, kcal/mol: 36.0
Largest force on an atom, Eh/bohr: 0.0504
HOMO level, eV: -9.60

XYZ file:
```
154
Properties=species:S:1:pos:R:3:forces:R:3:mulliken_charge:R:1
H 0.160 -0.229 -5.417 -0.028 0.054 -0.043 0.5622
C 0.437 0.208 -6.365 -0.416 0.167 0.240 0.2517
C 0.070 1.987 6.311 -0.040 1.525 0.123 0.1848
H -0.615 -2.135 0.270 -0.621 -0.177 -0.591 0.5014
O 6.187 -1.467 5.141 0.323 -0.290 0.253 -0.5976
H 1.762 -0.589 -9.358 0.133 0.097 -0.019 0.3886
N 1.696 -8.192 -5.169 0.285 -0.806 0.433 0.9265
C 4.164 -0.199 3.857 0.191 -1.003 0.289 -0.1486
O -0.609 -1.120 -3.512 0.151 0.094 -1.141 -0.5870
C -3.258 2.097 4.790 0.836 0.038 0.850 -0.3670
H -0.573 1.132 -2.572 -0.051 -0.324 0.079 0.5277
H 1.938 -2.916 -5.264 -0.123 0.027 -0.151 0.4391
H 3.123 6.560 -3.322 0.155 0.185 0.477 0.5402
C -0.273 1.274 8.972 0.541 0.341 0.484 -0.5613
N -0.894 -1.524 -2.417 -0.062 -0.208 1.071 0.8739
C -3.621 7.476 -0.670 1.331 -1.178 0.681 -0.5321
O 1.358 -8.701 -4.112 -0.202 0.201 -0.117 -0.5697
H 0.490 -6.607 -3.556 -0.062 0.318 0.264 0.4593
H 3.995 3.659 4.126 0.462 0.061 0.020 0.4505
C 1.751 -6.739 -5.229 0.003 0.820 1.157 0.0061
C 0.644 -4.464 4.521 -0.796 0.614 -0.390 -0.8631
H -2.950 1.763 5.772 -0.201 0.089 0.087 0.5995
O -1.304 -2.631 -2.152 -0.137 -0.524 -0.195 -0.5846
C -3.502 3.443 4.526 -0.075 -0.263 -0.722 -0.9655
H 3.844 3.234 -0.220 0.355 -0.263 0.339 0.4397
O 2.287 -0.781 -4.292 -0.306 -0.183 -0.552 -0.6413
C 2.448 1.411 -2.694 1.195 0.817 -0.624 0.1167
C 0.072 0.319 8.045 -0.706 -0.489 -0.701 -0.5392
C 1.112 -4.632 -4.286 0.528 -0.001 -0.423 -0.4765
H -0.572 3.376 9.355 0.037 0.061 -0.033 0.4258
H 3.065 -6.789 -6.829 0.352 0.332 -0.013 0.4132
H -3.475 4.220 5.276 0.136 -0.251 0.284 0.4321
H -1.093 4.633 -1.718 0.021 -0.052 -0.037 0.5960
C -0.173 5.093 -2.053 0.481 -0.813 0.550 0.0323
O -1.832 -8.217 5.463 -0.592 -0.537 -0.101 -0.5682
O -5.451 -7.814 -0.428 -0.545 -0.256 -0.146 -0.6082
H 2.694 6.443 -0.832 0.232 -0.563 0.184 0.4668
O 2.345 7.148 -5.380 -0.067 -0.099 -0.072 -0.6175
C -0.524 0.739 -1.564 -0.104 0.255 -0.414 -0.1701
O -0.453 -7.551 6.984 -0.069 -0.345 0.207 -0.5720
C -0.703 -0.613 -1.307 0.027 0.912 1.184 0.1960
H -2.492 -3.899 3.292 -0.007 -0.008 -0.052 0.5714
H 0.562 5.267 -0.061 0.233 -0.099 0.084 0.5647
O 0.211 -0.038 4.512 -0.581 0.532 0.140 -0.3141
C 0.392 -5.580 5.266 0.041 -1.175 0.064 -0.2925
C -0.417 -3.854 3.823 0.644 0.766 1.080 0.0909
H 1.187 -1.615 -7.219 0.031 0.016 0.165 0.5956
C -1.180 -5.857 -0.609 -0.727 -1.065 0.647 -0.3368
N -4.796 -6.796 -0.415 0.484 -0.524 0.577 1.0200
C 3.288 -0.033 -1.001 0.001 -1.730 -0.389 -0.5056
O 0.582 -1.491 6.010 -0.371 0.075 0.804 -0.5940
H 5.881 2.423 5.142 0.451 -0.208 -0.331 0.3858
H -3.111 7.953 0.157 -0.645 0.308 0.217 0.4088
C 5.194 1.881 4.506 -0.313 -0.202 1.684 -0.6058
H 3.937 1.012 0.817 0.352 -0.837 -0.172 0.5417
C -3.252 1.157 3.778 -0.788 0.302 0.017 0.2931
C -2.510 -5.870 -0.256 -1.601 1.156 -0.120 0.0157
H -0.130 4.015 7.064 0.062 -0.122 -0.387 0.4004
H -2.867 -6.094 4.472 -0.017 0.028 -0.033 0.4238
N 2.412 -1.007 -3.113 0.835 0.358 0.492 1.2042
C 2.765 0.132 -2.281 -0.586 1.410 0.971 -0.4960
H -0.709 -4.889 -0.526 0.663 -0.301 -0.180 0.3030
H -4.340 9.202 -1.792 0.573 0.127 0.503 0.3742
C -1.903 -5.603 4.485 -0.110 0.052 -0.081 -0.6114
H 3.365 -1.061 -0.663 0.104 0.118 0.226 0.5037
H -3.623 0.870 1.649 -0.214 -0.582 0.467 0.3928
O -2.724 5.890 1.407 0.085 0.086 0.162 -0.6704
H 1.386 1.841 -9.740 -0.221 -0.081 -0.132 0.3589
H -0.670 4.840 -4.112 -0.130 0.627 -0.105 0.4898
C 1.012 -0.558 -7.359 0.205 0.303 -0.429 -0.6015
C 2.598 -6.124 -6.111 -0.100 -0.499 -1.147 -0.3349
H -4.511 5.538 -3.881 0.103 0.176 -0.129 0.3909
C -4.101 8.146 -1.762 -1.218 0.370 -0.967 -0.5014
C -2.743 -8.188 -0.717 -1.346 -0.171 -0.001 -0.1899
H 2.824 3.472 -2.441 0.044 0.180 0.266 0.4860
N -2.980 -0.249 4.083 -0.177 -0.348 1.003 1.2110
H -0.383 0.979 10.008 -0.185 0.015 -0.025 0.3941
C 0.824 5.369 -1.107 -0.695 1.046 -0.343 -0.3834
C -4.253 6.109 -2.998 -0.213 -1.243 0.337 -0.5595
C 1.350 0.035 -8.575 -0.577 -0.322 -0.084 -0.5284
C 1.212 5.904 -3.807 0.299 -0.654 1.446 -0.1049
C -0.343 2.628 8.610 0.307 -1.129 0.398 -0.5004
C -0.382 -0.237 1.079 -0.036 0.438 -2.430 -0.3177
N 6.214 -0.265 5.256 -0.496 0.516 -0.408 1.0428
C -3.681 1.509 2.523 0.694 -0.008 -1.583 -0.1862
C 0.022 5.282 -3.403 0.506 0.082 -0.740 -0.4556
N -0.537 2.341 -5.583 0.312 -0.257 -0.320 1.1403
N 0.278 -0.362 5.692 1.336 -0.528 -1.204 0.9387
C 1.052 1.368 -8.827 0.865 0.284 0.454 -0.6820
C 4.116 2.591 4.007 -0.941 -0.428 -0.527 -0.7399
N -2.846 5.317 0.343 0.512 0.536 0.294 1.0007
H 0.310 3.209 -7.936 0.050 -0.031 -0.137 0.4945
H -3.548 4.332 -2.024 -0.155 -0.070 0.256 0.4709
C 1.074 -6.018 -4.248 -0.392 -0.194 -0.389 -0.3723
C 3.591 2.327 -0.753 -0.846 -0.089 -0.964 -0.4875
C 3.073 1.892 3.396 0.806 -0.129 -0.286 -0.0890
H -0.270 -0.637 2.073 -0.050 0.182 0.119 0.2957
O -0.674 1.818 -4.492 -0.024 0.203 0.000 -0.6747
H -2.955 -4.962 0.141 -0.058 0.062 -0.341 0.4743
H 0.096 -0.742 8.258 0.184 0.087 0.266 0.4710
C -1.674 -4.411 3.777 -0.050 -0.599 0.611 -0.5105
H -0.868 -9.214 -1.046 -0.171 -0.102 -0.071 0.4414
C -3.357 -6.960 -0.451 2.577 -0.258 -0.142 -0.2972
O 0.709 5.893 -6.022 -0.107 0.057 -0.436 -0.5790
H 1.619 -3.997 4.522 0.028 -0.030 0.051 0.4802
H -0.269 -2.800 3.607 -0.038 -0.179 -0.853 0.1521
H 2.300 0.119 2.723 0.328 -0.873 0.122 0.6168
H 0.101 1.713 1.602 0.030 0.419 -0.316 0.6050
H 0.059 2.372 5.302 0.265 -0.620 -0.223 0.5225
O -0.951 3.446 -5.866 0.019 -0.175 -0.144 -0.6415
H 0.435 -7.187 -1.106 -0.012 0.039 -0.063 0.4606
C -0.628 -7.104 -0.905 1.068 0.435 -0.002 -0.4499
C 3.153 0.508 3.265 -1.154 1.427 -0.223 -0.5978
O -5.232 -5.673 -0.353 -0.369 0.499 -0.033 -0.5953
C 2.007 5.968 -1.519 -0.101 -0.021 -0.438 -1.0001
C 2.231 6.133 -2.885 -0.559 0.822 -0.635 -0.5324
O 2.044 -8.838 -6.137 -0.024 0.252 -0.309 -0.5983
O 7.008 0.393 5.893 0.198 -0.286 0.124 -0.6083
C 5.160 0.478 4.546 -0.307 1.116 -1.020 -0.2322
O -2.761 -1.036 3.192 0.091 0.202 -0.636 -0.6138
H 2.227 2.377 2.926 0.018 0.265 0.224 0.5781
C -1.373 -8.275 -0.882 -0.092 0.629 -0.113 -0.6973
O -2.432 4.192 0.125 -0.099 0.132 -0.181 -0.3194
C 2.669 -4.741 -6.155 -1.025 0.246 0.107 -0.8326
H -0.085 2.660 -0.800 0.035 0.087 0.378 0.5159
C 1.865 -3.994 -5.284 0.716 -0.552 0.455 0.0644
C 3.679 1.027 -0.235 -0.118 1.958 0.569 -0.3307
C 2.979 2.503 -1.989 -0.540 -0.696 -0.118 -0.7885
C -3.767 5.383 -1.903 0.101 0.637 -0.164 -0.1109
N 1.449 6.351 -5.183 -0.138 -0.402 0.069 0.9765
C 0.519 2.153 -7.816 -0.546 0.201 -0.003 -0.4218
C -4.472 7.459 -2.923 0.561 -0.098 0.107 -0.4756
H 1.189 -6.118 5.761 -0.069 0.161 0.267 0.4000
O -3.034 -0.573 5.259 0.229 0.195 -0.020 -0.6662
C -0.253 1.629 -0.531 -0.044 -1.035 -0.530 -0.4693
H 4.121 -1.280 3.813 0.331 0.010 0.131 0.5071
H -4.161 3.095 1.206 -0.262 -0.042 0.163 0.5354
C -3.462 6.073 -0.734 -0.467 0.219 -1.648 0.1874
H 1.938 1.650 -3.618 -0.061 -0.478 -0.075 0.5177
C -0.670 -1.087 0.003 0.938 -0.562 0.946 -0.8635
C -0.146 1.102 0.736 -0.060 0.173 2.295 -0.4484
H -3.394 -9.050 -0.800 0.171 -0.101 -0.036 0.4626
C 0.174 1.551 -6.621 0.059 -0.312 0.124 -0.2443
H -4.809 7.961 -3.819 -0.184 0.265 0.220 0.3996
H 3.224 -4.244 -6.938 0.257 -0.019 0.123 0.3827
C -0.087 2.959 7.304 -0.540 0.561 -0.186 -0.7407
H -4.043 4.840 2.975 0.195 -0.042 0.146 0.5048
H 0.638 -4.011 -3.539 -0.284 -0.186 0.003 0.4995
C 0.164 0.684 6.703 -0.391 -0.303 0.383 -0.0874
N -1.094 -7.410 5.962 0.670 0.917 0.113 0.9192
O 2.377 -2.095 -2.585 -0.380 -0.493 0.020 -0.6347
C -3.961 2.824 2.232 0.468 0.983 0.744 -0.6334
C -3.805 3.814 3.223 -1.020 -0.627 -0.445 -0.5493
C -0.891 -6.136 5.259 0.331 0.392 -0.903 0.3668
```
Forces are in eV/Å.

A structure of composition C44H53F6N7O7PS3Ti. Source: the OMol25 dataset; level of theory: wB97M-V/def2-TZVPD.

E_LUMO, eV: -2.42
Total charge: +1
Energy above the lowest of the compared OMol25 structures with the same formula, charge and spin, kcal/mol: 4.7
Largest force on an atom, Eh/bohr: 0.0141
HOMO level, eV: -10.26

XYZ file:
```
122
Properties=species:S:1:pos:R:3:forces:R:3:mulliken_charge:R:1
H 1.926 -3.362 3.700 0.022 0.003 0.033 0.3461
C 4.399 -0.805 -2.744 -0.213 0.042 -0.099 -0.6655
C -2.097 0.644 -2.160 0.350 -0.173 -0.157 0.1373
H -0.012 0.863 -3.598 0.246 -0.335 -0.158 -0.2460
H -6.944 -0.815 -0.580 -0.086 0.047 -0.031 0.4131
N 1.316 0.626 -1.269 0.006 0.375 -0.117 1.3340
O 2.999 -3.683 -2.820 0.094 -0.040 -0.016 -0.5246
C -6.098 -1.403 -0.257 0.063 0.009 -0.033 -0.9845
N 0.252 -2.118 3.497 0.237 0.027 -0.269 1.1095
O 1.434 -3.106 1.350 -0.077 -0.135 -0.212 -1.1944
H 2.214 -1.649 4.066 0.049 0.006 0.019 0.2626
C 1.755 -0.368 -3.490 -0.128 -0.187 -0.301 1.2089
H -1.891 2.751 2.341 0.072 0.081 -0.082 0.6066
H 0.268 -0.165 -5.013 -0.013 -0.044 0.010 0.5934
C -1.572 0.253 2.104 -0.139 -0.031 -0.192 0.0327
C 5.301 -3.969 -1.495 0.242 -0.106 -0.125 0.6637
H -0.108 2.351 4.140 -0.074 -0.011 -0.011 0.4167
H 2.499 2.053 -3.115 0.040 -0.055 -0.081 0.5887
H -5.294 -3.946 1.834 -0.012 -0.068 0.060 0.3941
O -1.979 -2.490 -2.228 -0.167 -0.020 0.160 -0.7205
H -8.319 -2.232 0.805 0.069 -0.058 0.028 0.2138
H -0.352 -0.882 -3.524 0.175 0.115 -0.098 0.1113
C 1.426 2.739 2.584 -0.087 0.060 0.034 0.6257
H -1.010 -3.383 4.598 -0.024 -0.008 -0.013 0.3877
C 1.123 4.240 -0.317 0.046 -0.020 -0.083 -0.8540
C 4.949 -1.778 -4.997 0.012 0.004 -0.076 -1.8132
H -2.702 -1.243 4.928 -0.007 -0.059 0.085 0.5064
H -4.944 0.490 1.734 -0.046 0.023 0.001 0.6069
S 1.559 -3.431 -0.054 0.142 0.056 0.363 0.9364
C -2.816 0.571 1.559 -0.146 0.061 0.013 0.4204
H 0.747 4.871 0.476 -0.037 0.064 0.098 0.2117
H 4.930 -0.430 -0.229 0.073 -0.010 0.015 0.5866
C -0.263 -0.807 3.993 0.193 0.048 -0.017 -1.3627
C -1.014 4.681 2.550 -0.007 -0.042 -0.016 -1.6152
N -1.641 -0.212 -1.179 -0.314 0.052 -0.096 0.7098
S -2.148 -1.718 -1.038 -0.206 -0.558 -0.010 1.6403
H -1.980 5.106 2.823 -0.036 0.007 0.001 0.4819
C -2.091 3.797 0.479 -0.039 -0.144 -0.116 -1.1812
C -0.724 -3.222 3.560 -0.092 -0.115 0.007 -0.6006
C 2.671 -0.923 -4.378 -0.032 0.042 0.046 -1.1313
F 5.865 -3.790 -2.690 -0.129 -0.117 -0.070 -0.2313
H -2.258 2.958 -0.194 0.026 0.026 0.028 0.0460
C -3.375 1.029 -3.971 0.005 0.206 -0.099 -0.6083
H -1.301 3.568 -3.255 0.078 0.109 -0.033 0.5009
C 2.796 2.133 2.306 0.023 -0.047 -0.057 -1.4871
H 4.138 1.139 -0.335 -0.011 0.047 0.016 0.3276
N -7.510 -2.616 1.265 -0.176 -0.022 0.124 -0.5191
O -1.268 -2.078 0.126 0.056 0.005 -0.304 0.9097
H -4.883 -0.681 3.925 -0.067 -0.024 0.030 0.4170
H -0.375 -0.886 5.078 -0.041 -0.039 -0.086 0.7363
H -7.668 -3.481 1.756 0.003 0.073 -0.070 0.2152
H -0.242 -4.105 3.154 -0.045 -0.060 -0.015 0.3684
H -1.592 -2.958 2.959 0.046 -0.078 0.035 -0.0229
C -0.353 0.622 1.327 0.533 0.197 0.126 2.0041
H 1.517 3.823 2.451 -0.014 0.006 0.028 0.8303
H -0.473 4.498 3.471 0.062 -0.045 0.090 0.3522
H 2.759 1.046 2.328 0.005 -0.037 0.012 0.0511
H -1.579 4.568 -0.094 0.027 0.045 -0.036 0.3704
C -1.546 -0.420 3.331 -0.063 0.110 0.091 0.9816
C 2.102 2.658 -2.317 -0.058 0.119 0.098 -0.1654
H -3.055 4.191 0.794 -0.092 0.040 0.013 0.4696
C -4.855 -1.167 -0.810 -0.041 0.087 -0.127 -0.4312
H 4.835 -2.862 -4.974 -0.019 -0.048 0.000 0.2646
C 0.290 -4.798 -0.343 0.002 0.022 -0.271 0.5383
P 0.164 2.352 1.313 0.139 0.050 -0.061 1.0077
H 1.627 6.746 -2.383 -0.016 0.024 -0.056 0.3765
H 5.423 -0.972 -2.445 0.117 0.006 -0.001 0.5201
N 2.939 -4.004 -0.320 0.141 -0.141 -0.175 -0.4121
O 0.777 -0.206 1.430 0.033 -0.211 0.693 -0.2682
C -1.283 3.422 1.720 -0.089 -0.088 0.027 0.7042
C 2.192 -0.045 -2.213 0.014 0.073 0.296 -1.0917
N -3.057 0.213 -2.975 -0.030 0.189 0.043 -0.5793
C 3.984 0.063 -0.437 -0.118 0.027 0.156 -1.4417
F -0.416 -4.567 -1.433 0.190 -0.044 0.003 -0.1885
F 5.424 -2.839 -0.812 -0.192 0.223 0.222 -0.1648
C 2.254 4.024 -2.376 -0.020 -0.040 0.019 -1.0591
O 1.136 -2.313 -0.932 0.237 -0.287 0.269 -0.0310
H 1.309 -2.664 5.231 0.043 0.023 -0.038 0.3666
C -3.968 -0.420 3.416 0.101 0.026 -0.042 -1.3483
H 1.383 6.841 -0.642 -0.029 0.039 0.049 0.4254
C -6.280 -2.405 0.701 0.052 -0.046 -0.018 0.9612
C 1.766 4.857 -1.372 -0.052 -0.077 0.092 0.6122
C -3.763 -1.913 -0.393 -0.046 -0.025 0.109 -0.2804
C 1.443 2.023 -1.250 -0.066 -0.129 0.016 -0.1608
H 2.330 -1.189 -5.370 -0.008 -0.016 -0.072 0.4799
H 2.767 4.454 -3.225 0.044 0.046 -0.072 0.4921
H -4.151 0.682 -4.640 -0.051 -0.006 -0.065 0.5351
C 1.951 6.343 -1.425 -0.007 0.047 -0.001 -1.7518
C 0.336 -0.123 -3.926 -0.024 0.049 -0.001 -0.7805
F 5.968 -4.912 -0.848 -0.119 -0.162 0.042 -0.2450
C 0.971 2.452 4.021 -0.015 0.045 0.020 -2.0722
H 0.537 -0.107 3.763 -0.162 -0.021 0.131 -0.3455
C -5.171 -3.163 1.099 0.071 0.079 -0.085 -0.8322
H 0.499 -1.986 2.497 -0.054 -0.022 0.226 0.0229
Ti 0.218 -0.564 -0.286 -0.151 0.429 -0.226 -2.9150
F 0.920 -5.957 -0.451 -0.005 0.106 0.034 -0.2289
H 3.490 2.474 3.073 0.072 0.022 0.055 0.5918
F -0.536 -4.859 0.700 -0.071 0.018 0.197 -0.1844
H -4.735 -0.410 -1.572 -0.027 -0.067 0.055 0.3890
H -2.851 1.064 0.598 0.005 -0.016 0.035 0.0165
H 5.982 -1.547 -4.744 0.050 0.008 0.007 0.4042
N -1.466 1.816 -2.211 -0.314 0.114 0.181 0.2157
O 3.538 -5.894 -1.840 0.136 0.040 -0.052 -0.6064
C 0.943 2.851 -0.227 0.005 -0.002 -0.026 0.1183
C 3.996 -1.143 -4.031 -0.056 0.120 0.116 0.4117
C 1.520 -2.477 4.178 -0.034 -0.041 0.090 -0.9313
C -2.760 2.259 -4.155 0.046 -0.100 0.081 -1.0984
H 3.000 6.611 -1.298 0.064 0.020 0.004 0.3246
H 1.300 3.250 4.686 0.016 0.017 0.011 0.4204
C -3.999 0.245 2.199 0.064 0.024 0.084 -1.0282
H 4.760 -1.446 -6.017 -0.003 0.007 -0.014 0.4611
C -3.926 -2.917 0.560 -0.149 0.127 0.012 -0.4762
C -2.741 -0.743 3.969 -0.066 0.116 -0.037 -0.1357
S 3.522 -4.473 -1.751 -0.123 -0.036 0.033 0.8918
H 3.184 2.441 1.340 0.022 0.014 -0.087 0.3172
H -3.081 -3.505 0.880 0.130 -0.074 0.012 0.3376
H 1.436 1.538 4.381 0.032 -0.066 0.040 0.5781
C -1.807 2.613 -3.214 -0.301 0.028 -0.034 -0.4374
H -3.022 2.906 -4.974 -0.021 0.064 -0.093 0.4959
H -0.486 5.447 1.987 0.071 0.059 -0.069 0.2948
H 3.265 -0.234 0.337 0.088 0.013 -0.137 -0.3071
C 3.508 -0.279 -1.818 0.177 -0.054 -0.088 1.0590
```
Forces are in eV/Å.